{"formula": "C14H41Ag2F3O10", "method": "ωB97M-V/def2-TZVPD", "symbols": ["Ag", "Ag", "C", "O", "O", "C", "F", "F", "F", "C", "C", "H", "H", "H", "H", "H", "H", "C", "C", "C", "O", "H", "H", "H", "H", "H", "H", "H", "C", "O", "H", "H", "H", "H", "C", "O", "H", "H", "H", "H", "C", "O", "H", "H", "H", "H", "C", "O", "H", "H", "H", "H", "C", "O", "H", "H", "H", "H", "C", "O", "H", "H", "H", "H", "C", "O", "H", "H", "H", "H"], "coordinates": [[-1.609528, -2.451312, -1.831971], [1.809136, -2.894982, -2.247931], [-4.574018, -0.302765, -1.202485], [-4.521321, -0.841155, 0.145782], [-3.475972, -0.918720, -1.820883], [-6.090586, -0.554315, -1.733733], [-6.929827, 0.245874, -1.114258], [-6.290455, -0.312990, -3.034124], [-6.593353, -1.766888, -1.469649], [-3.814149, -0.058720, 1.081847], [-3.859182, -0.780102, 2.447739], [-4.835694, -0.753957, 2.931324], [-3.509469, -1.811965, 2.415353], [-3.303436, -0.238853, 3.213438], [-4.445340, 0.805161, 1.290203], [-2.793956, 0.212427, 0.810208], [-4.376998, 0.768189, -1.250803], [1.516418, -0.314378, 0.771100], [0.587276, -0.131253, -0.437952], [1.069334, 0.890711, -1.485724], [0.386900, -1.384326, -1.104580], [2.504129, -0.638340, 0.443104], [1.083570, -0.847694, 1.617462], [1.796819, 0.644971, 1.205991], [-0.351052, 0.292668, -0.080287], [0.264911, 1.026012, -2.208697], [1.985252, 0.628851, -2.015478], [1.222860, 1.900702, -1.105672], [-0.068855, -1.216854, 4.647878], [1.247299, -1.341155, 5.054509], [-0.127302, -0.312034, 4.042920], [-0.541945, -2.051987, 4.131313], [-0.646797, -0.960976, 5.535921], [1.340432, -1.947016, 5.793338], [0.783320, 2.546304, 4.112377], [1.535383, 3.749505, 4.265470], [1.380416, 1.713522, 4.483914], [-0.211570, 2.550685, 4.557657], [0.554384, 2.406302, 3.055923], [1.795193, 3.778913, 5.189180], [4.286212, 2.164537, -0.320692], [4.416633, 0.775152, -0.147001], [3.360777, 2.531861, 0.122863], [5.015455, 2.729872, 0.259560], [4.342968, 2.425977, -1.377355], [4.679448, 0.480306, 0.727983], [2.379282, -3.618049, 1.173260], [2.719531, -3.401053, -0.133413], [2.107423, -4.666263, 1.297448], [3.312254, -3.487796, 1.721619], [1.604357, -2.929248, 1.509632], [3.671002, -3.528471, -0.142042], [-1.329388, -0.556018, -4.556265], [-0.746857, -1.656436, -3.906727], [-0.884853, 0.400890, -4.282717], [-1.284967, -0.565144, -5.645321], [-2.352269, -0.446875, -4.195845], [0.063445, -1.896052, -4.362359], [4.808320, -1.328881, -2.499658], [3.597685, -1.430859, -1.816525], [4.683188, -0.832847, -3.462142], [5.493389, -0.746069, -1.883935], [5.339361, -2.228409, -2.811029], [3.518155, -0.604371, -1.334660], [-1.976722, 3.464357, -2.070329], [-2.809584, 4.431864, -2.746988], [-1.002883, 3.865771, -2.350706], [-2.192018, 3.589089, -1.009107], [-2.290349, 2.446298, -2.301164], [-2.421224, 5.288806, -2.556106]], "forces_ev_per_angstrom": [[-0.194, 0.398, -0.119], [0.367, 0.309, 0.477], [0.369, -1.841, 1.499], [-0.305, 0.198, -2.343], [-1.489, 0.425, -0.193], [-1.068, -0.705, -0.273], [0.447, 1.403, 1.029], [1.332, -0.178, -0.020], [1.389, -0.467, -0.183], [-1.183, 0.064, 2.399], [0.171, 0.039, 0.180], [-0.379, -0.266, -0.701], [0.038, 0.038, -0.077], [0.638, 0.113, -0.349], [0.441, 0.711, -0.517], [-0.005, -0.086, -0.433], [-0.143, 0.404, -0.026], [0.316, 0.653, 0.174], [1.647, 0.050, -1.012], [-0.390, 0.357, -0.123], [-0.525, 0.933, 1.117], [-0.330, -0.777, 0.119], [0.089, -0.429, -0.373], [-0.525, 0.475, -0.220], [-0.726, -0.601, 0.132], [0.068, -0.208, -0.257], [-0.090, -0.298, 0.096], [0.034, -0.154, 0.512], [-1.034, 1.135, 0.872], [1.475, -0.457, -0.474], [0.032, -0.101, -0.371], [0.288, -0.304, -0.077], [-0.616, -0.211, -0.062], [-0.168, -0.045, 0.030], [0.258, 0.154, -0.290], [-0.602, -0.424, -0.132], [-0.251, -0.313, -0.039], [0.070, 0.232, 0.591], [0.433, 0.049, -0.236], [0.097, 0.243, 0.086], [-0.077, 1.080, 1.122], [-0.171, -1.228, -0.838], [-0.487, -0.109, -0.333], [0.521, -0.154, -0.365], [0.056, -0.201, 0.139], [0.119, 0.578, 0.165], [-0.043, -1.015, 2.256], [0.597, 0.387, -2.535], [-0.452, 0.048, 0.327], [-0.424, 0.233, 0.797], [0.116, -0.227, 0.017], [0.049, 0.156, -0.765], [-0.900, 1.986, -0.257], [0.441, -0.901, 0.340], [0.541, -0.070, 0.274], [-0.164, -0.627, 0.062], [-0.111, -0.431, -0.340], [0.010, -0.054, -0.148], [1.942, 0.999, -1.363], [-0.879, -1.071, -0.125], [-0.147, 0.456, 0.018], [0.115, -0.009, -0.186], [-0.632, -0.701, 0.765], [-0.020, 0.406, 0.542], [-0.976, 2.205, 0.116], [-0.524, -0.887, -0.116], [0.703, -1.485, 0.428], [0.532, -0.133, 0.366], [0.447, 0.109, -0.711], [-0.153, 0.141, -0.063]], "multiplicity": 3, "s_squared": 2.011, "homo_lumo_gap_ev": [6.5, 4.6], "charge": 2, "mol_weight_da": 642.20, "e_homo_ev": [-14.2670, -14.2669]}

=====

{"formula": "C14H41BClN6NbO16PS", "method": "ωB97M-V/def2-TZVPD", "symbols": ["C", "C", "O", "B", "O", "Nb", "N", "C", "C", "O", "C", "S", "O", "O", "C", "Cl", "C", "C", "P", "C", "O", "H", "H", "H", "H", "H", "H", "H", "H", "H", "H", "H", "H", "H", "H", "H", "H", "H", "H", "H", "H", "H", "H", "H", "H", "H", "H", "C", "N", "O", "O", "H", "H", "H", "C", "N", "O", "O", "H", "H", "H", "C", "N", "O", "O", "H", "H", "H", "C", "N", "O", "O", "H", "H", "H", "C", "N", "O", "O", "H", "H", "H"], "coordinates": [[4.203432, -2.008404, -2.876003], [3.375949, -1.270518, -3.952313], [2.895974, -0.031145, -3.404937], [1.498518, 0.097614, -3.335347], [0.881766, 0.556087, -4.530160], [0.199847, -0.360394, -1.418236], [-1.372583, -0.736879, -2.814356], [0.796783, -2.543781, -1.458331], [1.300326, -3.115855, -0.117491], [0.491639, -4.259514, 0.234110], [-1.223403, -0.970320, 0.300152], [-2.760871, -1.697221, -0.204929], [-3.660178, -1.761325, 0.960426], [-2.598107, -3.006277, -0.821443], [1.924907, 0.188017, -0.017396], [2.924254, 1.624326, -0.556787], [1.405295, 0.558677, 1.394512], [2.562546, 0.849977, 2.394395], [-0.494744, 2.120679, -1.352913], [-1.646149, 2.570332, 0.038593], [-1.468232, 2.442331, -2.726092], [4.052327, -1.473846, -1.936979], [5.269993, -1.971131, -3.096340], [3.845660, -3.027283, -2.724113], [4.023525, -1.019192, -4.793807], [2.523042, -1.870183, -4.271714], [0.740353, 1.509280, -4.454983], [-1.029861, -0.948003, -3.745111], [-2.044995, 0.022521, -2.858876], [1.542251, -2.781004, -2.215845], [-0.103951, -3.100985, -1.728988], [2.320308, -3.490254, -0.264811], [1.275477, -2.396609, 0.706075], [0.963230, -4.768640, 0.901496], [-1.517611, -0.157884, 0.970270], [-0.816185, -1.766201, 0.934533], [-3.351541, -0.824197, -1.066431], [2.594495, -0.665921, 0.118335], [0.834791, -0.270516, 1.813344], [0.828266, 1.480734, 1.296647], [2.186827, 0.615090, 3.381626], [2.777410, 1.909484, 2.349461], [3.460028, 0.283288, 2.152432], [-2.664620, 2.255103, -0.209960], [-1.660105, 3.655573, 0.185126], [-1.333688, 2.131129, 0.984545], [-2.364856, 2.638538, -2.424695], [1.120886, 3.901469, 5.931278], [1.334798, 2.961777, 4.798236], [1.091386, 1.785535, 4.980172], [1.737685, 3.455778, 3.763257], [0.759402, 3.344309, 6.787530], [2.072635, 4.378665, 6.143463], [0.389483, 4.632208, 5.598116], [1.086007, -2.107830, 5.071976], [2.375744, -2.219815, 4.338511], [3.384414, -2.434137, 4.984905], [2.321755, -2.075484, 3.139415], [1.278173, -2.251565, 6.128705], [0.688533, -1.115880, 4.872657], [0.422560, -2.873539, 4.680824], [-0.906296, -5.136795, -5.035463], [-0.219618, -3.829225, -5.210040], [-0.464078, -3.184491, -6.210877], [0.527676, -3.499612, -4.316460], [-1.546279, -5.305589, -5.893596], [-0.137021, -5.899014, -4.957682], [-1.481443, -5.075246, -4.115196], [-0.048736, 5.910845, 2.057530], [-0.579787, 6.160093, 3.424922], [-1.701489, 5.776585, 3.683004], [0.156473, 6.730379, 4.209505], [-0.808252, 5.396859, 1.480923], [0.192173, 6.876536, 1.623393], [0.843316, 5.299357, 2.164357], [-6.791176, 0.159671, -1.332649], [-6.127642, 1.480873, -1.511153], [-6.373179, 2.104843, -2.524490], [-5.380199, 1.845304, -0.628242], [-7.417190, -0.025783, -2.197208], [-6.008850, -0.589466, -1.244692], [-7.379404, 0.207091, -0.421625]], "forces_ev_per_angstrom": [[-0.435, 0.370, -0.011], [0.288, 0.390, 0.720], [-0.374, -0.427, -0.160], [0.718, 0.170, -0.771], [0.438, 0.138, 0.396], [-0.751, -1.314, -1.586], [1.520, 0.996, 1.203], [-0.091, 0.085, 1.219], [-0.169, -0.541, -0.711], [-0.048, -0.031, 0.111], [-0.903, -0.571, -0.198], [-0.052, -1.789, 2.250], [0.072, 0.780, -0.794], [0.187, 1.094, -0.457], [-0.709, 0.722, 0.333], [0.217, -0.313, 0.028], [1.380, -0.021, -0.125], [-0.672, 0.028, -0.638], [-0.460, 0.034, 0.209], [0.153, 0.660, -0.387], [-0.078, 0.060, 0.685], [-0.004, -0.036, 0.014], [0.003, -0.245, -0.030], [0.257, -0.102, -0.114], [-0.227, -0.138, -0.217], [0.177, -0.143, -0.243], [-0.308, -0.123, -0.135], [-0.283, 0.077, -0.149], [-0.042, -0.034, -0.415], [-0.013, 0.232, -0.174], [-0.083, 0.082, 0.058], [0.173, 0.372, 0.242], [0.105, -0.059, 0.041], [-0.022, 0.120, 0.025], [-0.067, 0.047, -0.089], [-0.041, -0.140, -0.111], [0.378, -0.032, -0.122], [0.229, 0.125, -0.305], [-0.339, 0.099, -0.245], [-0.424, -0.212, 0.200], [0.358, -0.029, 0.225], [0.341, 0.013, 0.086], [-0.040, -0.131, 0.070], [0.020, -0.144, 0.181], [-0.135, -0.026, -0.019], [0.009, -0.216, -0.094], [-0.018, -0.039, -0.207], [-0.101, -0.029, 0.170], [0.028, 0.049, 0.045], [-0.108, 0.262, 0.061], [-0.268, -0.029, 0.194], [0.010, -0.082, -0.059], [-0.017, 0.071, -0.092], [0.083, 0.097, 0.029], [-0.028, 0.018, 0.181], [-0.056, 0.090, 0.057], [-0.049, -0.012, -0.064], [0.123, -0.198, -0.033], [0.050, -0.003, -0.015], [-0.019, -0.022, -0.084], [-0.025, 0.065, -0.087], [-0.174, -0.069, -0.085], [-0.105, 0.032, 0.082], [0.051, -0.042, 0.044], [0.072, 0.031, -0.264], [0.017, 0.045, -0.016], [0.013, 0.025, 0.093], [0.088, 0.000, 0.051], [-0.038, -0.085, -0.147], [-0.006, -0.021, -0.051], [0.080, -0.003, 0.046], [-0.029, -0.039, -0.016], [-0.031, -0.007, 0.060], [0.076, 0.004, 0.054], [0.028, 0.050, 0.030], [-0.046, -0.110, -0.120], [-0.008, 0.005, -0.037], [0.015, -0.002, 0.047], [-0.011, -0.001, -0.060], [0.025, 0.063, -0.025], [0.011, 0.020, 0.145], [0.114, -0.006, 0.073]], "homo_lumo_gap_ev": 5.6, "e_above_lowest_kcal_mol": 0.0, "charge": -1, "mol_weight_da": 751.72, "e_homo_ev": -3.8692}

=====

{"formula": "C14H41O7", "method": "ωB97M-V/def2-TZVPD", "symbols": ["O", "H", "H", "H", "C", "O", "H", "H", "H", "C", "O", "H", "H", "H", "C", "C", "C", "O", "H", "H", "H", "H", "H", "H", "H", "H", "C", "C", "C", "O", "H", "H", "H", "H", "H", "H", "H", "H", "C", "C", "C", "O", "H", "H", "H", "H", "H", "H", "H", "H", "C", "C", "C", "O", "H", "H", "H", "H", "H", "H", "H", "H"], "coordinates": [[-1.411027, -1.541441, 0.347824], [-1.155947, -2.423951, 0.069054], [-2.093837, -1.606401, 1.019504], [-0.640687, -1.141971, 0.758424], [-5.767197, -0.463541, 5.121294], [-5.274677, -1.528501, 4.358054], [-6.470607, 0.150979, 4.559434], [-6.215857, -0.813031, 6.051164], [-5.068457, 0.287249, 5.490304], [-0.280397, -7.997361, -0.264886], [-1.059827, -6.985071, 0.202524], [-0.330137, -8.146261, -1.343516], [0.761043, -7.754641, -0.053716], [-0.671687, -8.886941, 0.228704], [4.882833, -4.085491, 4.173194], [4.937043, -3.440321, 5.591174], [6.013873, -2.397551, 5.720824], [3.643863, -2.880361, 5.775814], [5.794003, -4.274761, 3.605694], [4.268723, -3.539711, 3.456884], [4.602573, -5.124121, 4.348754], [5.213183, -4.124161, 6.393794], [6.877933, -2.965061, 6.066444], [5.781493, -1.639821, 6.469124], [6.265433, -1.957041, 4.756064], [2.985273, -3.572821, 5.684364], [3.629993, 0.425679, -5.511916], [2.940163, 1.561899, -4.819606], [3.502723, 2.847869, -5.334206], [1.522723, 1.555709, -5.147796], [3.408483, -0.562731, -5.109316], [4.708373, 0.446909, -5.669266], [3.201473, 0.392089, -6.513576], [2.976163, 1.523799, -3.730856], [3.130863, 3.648589, -4.694946], [3.357533, 2.911189, -6.412646], [4.591343, 2.895169, -5.306496], [1.575593, 1.839269, -6.063426], [-5.676057, 2.708389, -5.566896], [-5.798697, 2.049059, -4.185266], [-7.240167, 1.595369, -3.921986], [-4.869397, 1.034349, -4.222956], [-4.629777, 2.975119, -5.716076], [-6.191437, 3.663849, -5.664806], [-6.043987, 2.091309, -6.386606], [-5.444557, 2.832379, -3.515116], [-7.184027, 0.690429, -3.316976], [-7.744727, 1.397819, -4.867756], [-7.790877, 2.399509, -3.433946], [-4.041217, 1.480619, -4.414156], [1.709553, 4.376609, 2.971934], [0.609533, 3.312469, 2.841364], [-0.401157, 3.805199, 1.743424], [1.144753, 2.134309, 2.602784], [1.327353, 5.250589, 3.499374], [2.100963, 4.602559, 1.980044], [2.449693, 3.975419, 3.664274], [0.133743, 3.252499, 3.820204], [-0.558197, 4.882749, 1.695334], [-1.427557, 3.529889, 1.985904], [-0.050587, 3.598379, 0.732274], [1.484473, 1.727789, 3.403364]], "forces_ev_per_angstrom": [[0.024, 0.650, -0.586], [0.150, -1.598, -0.569], [-1.381, -0.147, 1.008], [0.917, 0.697, 0.434], [0.624, -1.537, -1.171], [0.100, 1.148, 0.538], [-0.834, 0.262, -0.127], [-0.706, -0.155, 0.454], [1.069, 0.378, 0.081], [-0.954, 1.354, 0.636], [-0.515, 1.178, -0.128], [-0.079, -0.311, -0.833], [0.917, -0.730, 0.248], [0.706, -1.114, 0.039], [0.911, -1.188, 0.589], [-0.149, 0.303, -1.498], [0.306, 0.134, -0.188], [0.134, 0.463, 0.701], [0.738, 0.550, 0.506], [-0.440, -0.079, 0.516], [-0.972, 0.009, -0.423], [-0.695, -0.719, -0.155], [0.335, 0.336, -0.065], [-0.062, 0.008, -0.087], [-0.077, 0.311, 0.121], [-0.042, -0.124, -0.034], [-0.238, -1.512, -0.669], [-0.306, 0.017, 0.068], [1.005, 0.517, 0.458], [0.951, -0.137, 0.274], [-0.152, 0.074, 0.289], [0.052, 0.535, 0.438], [0.038, -0.004, -0.283], [0.146, -0.143, -0.033], [-0.207, 0.410, -0.752], [-0.746, 0.467, -0.026], [0.175, -0.213, 0.543], [-0.723, -0.009, -0.298], [-0.359, 0.940, -0.155], [-0.856, 2.003, -1.855], [0.990, -0.002, 0.038], [0.663, -1.776, 0.765], [0.172, -0.174, -0.278], [-0.322, 0.095, 0.261], [0.216, -0.301, 0.129], [-0.398, -0.041, 0.744], [-0.414, 0.106, 0.121], [0.046, -0.267, 0.039], [0.017, -0.203, 0.209], [0.260, -0.382, -0.017], [-0.388, -0.263, 0.667], [-1.513, 4.876, 0.780], [-0.052, 0.032, 0.801], [1.350, -4.365, -1.883], [-0.110, 0.294, -0.449], [0.303, 0.164, 0.226], [0.489, -0.023, -0.335], [-0.693, 0.420, 0.063], [0.753, 0.351, 0.590], [0.069, -0.955, -0.526], [-0.223, -0.706, 0.058], [-0.016, 0.095, -0.013]], "homo_lumo_gap_ev": 2.9, "e_above_lowest_kcal_mol": 126.0, "charge": -1, "mol_weight_da": 321.47, "e_homo_ev": -2.5590}

=====

no.,E_tot (a.u.)
1,-1903.01935
2,-3371.39812
3,-1084.30636